Computed, not measured: an isolated molecule of C22H21ClN2O4, with ωB97M-V/def2-TZVPD.

Energy above the lowest of the compared OMol25 structures with the same formula, charge and spin (eV): 0.1132
Structure (SMILES): O=C(O)CCCNC(=O)/C(=C\C=C\c1ccccc1)NC(=O)c1ccccc1Cl
F_max (Eh/bohr): 0.0169
Net charge: 0
Gap between HOMO and LUMO (eV): 7.556
LUMO level (eV): -0.03
Multiplicity: 1

XYZ file:
```
50
Properties=species:S:1:pos:R:3:forces:R:3
O -3.502 -1.970 -0.323 -0.0276 0.2655 0.1151
C -3.275 -3.095 -0.692 0.1966 0.1251 -0.1525
O -4.240 -3.986 -0.908 -0.3821 -0.5861 -0.1242
H -5.115 -3.605 -0.731 0.2524 0.1985 0.0573
C -1.900 -3.658 -0.944 -0.0171 -0.1601 0.0709
C -1.201 -4.050 0.370 -0.0782 0.2493 0.0743
H -0.164 -4.293 0.136 -0.0091 -0.0536 0.0044
H -1.675 -4.938 0.788 0.0473 -0.0554 0.0132
C -1.232 -2.937 1.427 0.0740 -0.3229 0.1394
N -0.855 -1.654 0.888 -0.2192 0.1066 -0.0927
C 0.348 -1.101 1.113 -0.1437 -0.0857 0.0197
O 1.223 -1.656 1.768 0.1085 -0.0523 0.0284
C 0.627 0.221 0.470 -0.2675 0.7168 -0.3006
C -0.251 1.169 0.067 0.8070 -0.2071 -0.0194
C -1.667 1.214 0.254 -0.7998 0.3152 -0.1143
C -2.422 2.180 -0.305 0.6826 -0.4738 0.1940
C -3.854 2.333 -0.159 -0.6333 0.1186 0.0424
C -4.685 1.293 0.268 0.1248 0.0942 -0.0611
C -6.045 1.491 0.401 -0.0778 -0.0397 0.0663
C -6.609 2.724 0.112 -0.0457 0.0548 -0.0154
C -5.800 3.760 -0.327 -0.1610 0.0488 0.0038
C -4.440 3.565 -0.467 0.1690 -0.1718 0.0407
H -3.813 4.376 -0.809 0.0706 0.0639 -0.0406
H -6.233 4.722 -0.562 -0.0222 0.0671 -0.0140
H -7.673 2.875 0.220 -0.0756 0.0092 0.0024
H -6.676 0.677 0.729 -0.0317 -0.0651 0.0177
H -4.269 0.317 0.464 0.0448 -0.1155 0.0125
H -1.930 2.933 -0.909 0.1211 0.0587 -0.0448
H -2.135 0.494 0.909 -0.1490 -0.0389 0.0648
H 0.176 2.032 -0.427 0.0709 -0.0400 0.0222
N 2.008 0.366 0.352 0.1639 -0.3219 0.3192
C 2.738 1.369 -0.194 -0.0183 -0.2181 0.0951
O 2.282 2.370 -0.709 -0.0584 0.1767 -0.0372
C 4.219 1.161 -0.071 0.1875 0.0072 -0.1190
C 4.878 -0.017 -0.416 0.0406 0.2292 0.0928
C 6.255 -0.120 -0.296 0.0183 -0.0405 0.0159
C 6.989 0.955 0.173 -0.0401 -0.0316 -0.0286
C 6.351 2.140 0.502 -0.0163 0.0413 0.0185
C 4.980 2.240 0.370 -0.0543 -0.0772 -0.0138
H 4.466 3.160 0.606 -0.0484 0.0818 0.0031
H 6.923 2.985 0.855 0.0425 0.0743 0.0370
H 8.060 0.867 0.270 0.0916 -0.0157 0.0028
H 6.745 -1.040 -0.574 0.0109 -0.0801 -0.0382
Cl 4.011 -1.373 -1.059 0.0836 -0.2584 -0.1522
H 2.492 -0.406 0.811 -0.0327 0.2887 -0.1326
H -1.521 -1.217 0.269 0.1153 0.0476 0.0322
H -2.236 -2.851 1.852 0.1066 -0.0172 0.0122
H -0.526 -3.176 2.225 -0.1808 0.0256 -0.0569
H -1.309 -2.896 -1.454 -0.1070 -0.0196 -0.0134
H -1.990 -4.536 -1.583 0.0663 0.0836 -0.0469
```
Positions in Å, forces in eV/Å.

---

Computed, not measured: a structure of composition C32H32CrIN5O4Se, with ωB97M-V/def2-TZVPD.

Energy above the lowest of the compared OMol25 structures with the same formula, charge and spin (eV): 0.7876
F_max (Eh/bohr): 0.0789
Net charge: +1
Gap between HOMO and LUMO (spin up / spin down) (eV): 5.579 / 5.620
LUMO level (spin up / spin down) (eV): -3.98 / -3.99
Multiplicity: 4

XYZ file:
```
76
Properties=species:S:1:pos:R:3:forces:R:3
Cr 12.060 11.305 10.343 -0.7665 -0.3393 -0.8376
C 6.249 6.759 10.081 -1.5430 0.9175 -0.2509
C 7.271 7.851 10.214 0.5662 0.0711 0.4471
C 7.140 9.046 10.881 -1.5508 -0.5663 -0.7464
C 8.146 10.049 10.881 -1.4209 -1.4549 -0.7557
C 7.774 11.079 11.726 2.6548 0.6005 0.3142
N 8.654 11.955 12.154 -3.1413 1.4668 2.1036
C 8.326 13.040 13.145 -2.1197 -1.3142 -2.1070
C 8.184 14.381 12.440 -0.5369 0.0245 -0.7187
C 9.488 14.879 11.726 -1.8866 0.7693 0.4873
N 10.466 15.454 12.660 2.0853 0.3215 0.3505
C 11.774 15.760 12.413 -2.3542 -1.0739 -0.3862
C 12.601 15.390 11.325 -0.1429 -0.4943 -0.4284
C 13.708 16.246 11.078 1.0275 0.6152 -0.1792
C 14.646 16.100 10.063 -1.2230 -0.5125 1.0104
C 15.845 17.014 10.021 0.1354 0.3024 -0.2117
C 14.477 14.954 9.214 1.0945 2.1926 1.2553
C 13.488 14.047 9.462 -0.3253 -0.8100 -1.4133
C 13.344 13.009 8.386 0.1471 -0.1741 1.2130
N 12.728 11.877 8.423 0.6853 1.1194 -1.6346
C 12.614 11.237 7.030 0.0606 -1.2885 1.5665
C 13.128 9.783 6.918 0.5708 1.0653 -0.6133
C 12.061 8.708 6.816 0.8243 0.3893 0.3381
N 11.050 9.049 7.767 -0.9116 -1.3226 0.9205
C 10.578 8.158 8.555 0.4773 2.8035 -0.3938
C 9.532 8.614 9.505 -1.1276 -1.6737 -0.3521
C 8.512 7.669 9.604 0.1090 0.4053 -0.1877
C 9.342 9.871 10.113 1.3114 0.5198 0.4024
O 10.210 10.834 10.061 -0.8754 0.4473 -0.2767
C 12.505 14.213 10.496 -0.4725 -0.9123 -0.2447
O 11.628 13.272 10.633 0.0826 0.8066 0.2538
H 5.955 6.285 11.014 0.0315 0.1573 0.1721
H 6.545 5.977 9.413 0.6024 -0.4071 -0.3017
H 5.326 7.160 9.589 0.5156 -0.1887 0.6069
H 6.137 9.280 11.298 0.8508 -0.0955 0.0639
H 6.811 11.074 12.170 -0.7394 0.0554 0.4364
H 9.461 12.069 11.638 2.4693 -0.2702 -1.1782
H 9.031 13.019 13.907 1.5917 0.0762 1.2931
H 7.343 12.778 13.630 0.9263 0.1554 -0.5749
H 7.782 15.017 13.209 0.1400 0.9566 0.2553
H 7.315 14.296 11.708 1.3642 0.1244 0.5600
H 9.280 15.661 10.975 -0.1867 -0.2729 0.3251
H 9.809 14.026 11.178 1.1424 -0.3626 -0.3047
H 10.090 15.856 13.538 0.3365 -0.4706 -0.9820
H 12.219 16.411 13.146 -0.0238 0.2239 0.2171
H 13.825 17.098 11.756 -0.0129 -0.2177 -0.2068
H 15.638 17.953 10.599 0.4926 -1.0528 -0.2258
H 16.126 17.354 9.014 -0.3174 -0.2241 0.0772
H 16.720 16.429 10.374 -0.3753 0.7088 0.1932
H 15.271 14.939 8.457 -0.7278 -0.8204 -0.1770
H 13.919 13.339 7.518 -0.3744 -0.3669 -0.3264
H 13.122 11.793 6.253 -0.0266 0.7787 0.2981
H 11.559 11.161 6.864 -0.6594 0.4458 -0.2631
H 13.783 9.523 7.738 0.2738 0.1236 0.1994
H 13.722 9.804 5.995 0.1157 -0.4560 0.2644
H 12.652 7.821 7.063 -0.7026 -0.6583 -0.3069
H 11.618 8.697 5.821 0.0367 -0.2251 -0.1036
H 10.864 7.118 8.584 0.1988 -0.4002 -0.1021
H 8.609 6.744 9.057 0.4035 -0.2382 -0.0587
Se 13.943 6.843 9.937 -0.1534 0.5424 0.2052
C 13.246 8.459 10.223 0.0027 -0.7064 -0.4705
N 12.696 9.489 10.266 0.4643 -0.0447 0.0810
I 14.390 11.911 18.605 -0.1731 0.1439 -0.4581
C 13.836 11.892 16.563 0.4400 0.0322 1.0226
C 14.811 11.999 15.614 0.3415 -0.0839 -0.8556
C 14.506 11.824 14.267 0.5355 -0.7496 0.0227
C 13.210 11.558 13.906 -2.1784 0.4793 0.9737
C 12.170 11.449 14.895 1.9933 0.6877 -0.5306
C 12.533 11.637 16.221 -2.1155 -0.6739 0.6422
C 12.782 11.507 12.499 0.2067 -1.6329 1.9918
O 13.554 11.829 11.575 0.6936 0.3729 -1.0004
O 11.642 10.999 12.230 0.1615 0.8403 0.0006
H 15.819 12.171 15.899 0.7429 0.0518 0.2251
H 15.288 11.656 13.519 -0.1898 0.7214 0.2571
H 11.164 11.258 14.571 -0.2240 -0.1311 0.0655
H 11.782 11.513 17.042 0.6731 0.1703 -0.9475
```
Positions in Å, forces in eV/Å.

---

Computed, not measured: a cluster of 2 separate species, C6H6N2O2 in total, with ωB97M-V/def2-TZVPD.

Energy above the lowest of the compared OMol25 structures with the same formula, charge and spin (eV): 0.9438
Structure (SMILES): N#CC(=O)c1ccc[nH]1.O
F_max (Eh/bohr): 0.0245
Net charge: 0
Gap between HOMO and LUMO (eV): 8.706
LUMO level (eV): -0.86
Multiplicity: 1

XYZ file:
```
16
Properties=species:S:1:pos:R:3:forces:R:3
O 0.793 -1.325 1.784 -0.2590 0.5406 -0.7683
C 0.548 -0.880 0.671 0.2043 -0.7294 0.7712
C 0.176 -1.851 -0.402 0.1569 -0.6747 -0.7822
N 0.009 -2.662 -1.211 0.0014 0.8973 0.8838
C 0.612 0.492 0.270 0.0175 0.4097 -0.6355
C 0.424 1.077 -0.993 -0.1438 -0.3214 0.4538
C 0.596 2.458 -0.837 0.1305 0.2428 0.3775
C 0.914 2.678 0.507 -0.0338 0.4561 -0.4465
N 0.923 1.502 1.155 0.1132 -0.4265 0.6922
H 0.176 0.541 -1.907 0.0554 0.1394 0.3289
H 0.485 3.225 -1.598 0.1153 -0.2550 0.2515
H 1.143 3.605 1.028 -0.1164 -0.2936 -0.1832
H 1.139 1.362 2.151 -0.2313 0.0162 -0.9398
O -3.012 -3.501 -0.291 0.3267 -0.0066 -0.0358
H -2.714 -2.979 0.469 0.0480 -0.3015 -0.4188
H -2.213 -3.743 -0.795 -0.3849 0.3065 0.4512
```
Positions in Å, forces in eV/Å.

---

Computed, not measured: a structure of composition C28H40B2N12OOsS3, with ωB97M-V/def2-TZVPD.

Energy above the lowest of the compared OMol25 structures with the same formula, charge and spin (eV): 1.2661
F_max (Eh/bohr): 0.0496
Net charge: +3
Gap between HOMO and LUMO (spin up / spin down) (eV): 7.908 / 3.500
LUMO level (spin up / spin down) (eV): -7.74 / -12.12
Multiplicity: 6

XYZ file:
```
87
Properties=species:S:1:pos:R:3:forces:R:3
Os -0.120 -0.006 -0.003 -0.2192 -1.4465 -0.9413
C 3.211 -1.979 -1.071 -0.0640 -0.0056 -0.0593
C 3.100 -1.329 0.262 -0.2680 0.2419 -0.0400
C 4.008 -1.502 1.302 0.1529 0.0631 0.1871
C 3.595 -0.651 2.298 0.2016 -0.2051 -0.0046
N 2.501 -0.002 1.876 -0.0996 0.2660 0.0947
N 2.161 -0.419 0.612 0.3133 -0.1949 0.1732
B 1.504 0.836 2.665 -0.6591 -0.8449 -1.4936
N 1.010 2.037 1.798 0.0514 -0.0089 0.1947
C 1.142 3.334 2.079 -0.0593 0.3146 -0.0980
C 0.444 4.076 1.145 0.2363 0.1621 0.3012
C -0.122 3.160 0.278 0.1283 -0.4634 0.0301
C -1.040 3.489 -0.846 0.0238 0.0437 0.0663
N 0.250 1.906 0.669 -0.2101 0.5405 0.1901
N 0.275 -0.065 2.995 0.0164 0.3228 -0.0586
C -0.108 -0.638 4.139 -0.1234 -0.1510 0.1743
C -1.262 -1.364 3.920 0.1975 0.0190 0.3219
C -1.548 -1.219 2.573 0.2042 0.2492 -0.3682
C -2.737 -1.760 1.858 0.0275 0.0150 0.0300
N -0.592 -0.438 2.003 -0.2448 -0.1487 0.4234
N 2.102 1.422 3.939 2.2274 0.9692 0.7733
C 1.452 1.966 5.017 0.0180 0.6413 1.1299
C 2.393 2.578 5.810 -1.9561 -0.3031 -0.0419
C 3.637 2.376 5.119 1.7404 0.1914 -0.1862
C 4.989 2.843 5.514 -0.5770 -0.6203 -0.0681
N 3.442 1.689 3.994 -1.1412 -0.6298 -0.7086
H 4.017 -1.518 -1.640 0.0656 0.0412 -0.0113
H 2.296 -1.915 -1.648 -0.0610 0.0166 -0.0340
H 3.469 -3.031 -0.951 -0.0307 0.0102 0.0073
H 4.876 -2.140 1.308 -0.0288 -0.0004 -0.0018
H 4.023 -0.446 3.265 -0.0013 -0.1168 -0.1051
H 1.730 3.664 2.920 -0.0408 0.0722 -0.0704
H 0.350 5.148 1.101 0.0075 -0.0225 0.0021
H -0.833 4.499 -1.193 0.0001 0.0131 0.0215
H -2.071 3.465 -0.490 0.0234 -0.0262 0.0039
H -0.955 2.812 -1.687 0.0230 -0.0030 -0.0088
H 0.467 -0.516 5.043 -0.0444 -0.0336 0.0238
H -1.825 -1.926 4.646 0.0155 0.0111 -0.0218
H -3.059 -2.684 2.337 0.0202 0.0203 -0.0005
H -2.540 -1.936 0.806 0.0341 -0.0147 -0.0307
H -3.561 -1.048 1.923 0.0069 0.0212 0.0214
H 0.381 1.907 5.125 0.0449 -0.0431 0.0050
H 2.233 3.097 6.743 0.0099 -0.0002 -0.0196
H 5.098 2.867 6.596 -0.0840 0.0885 0.0898
H 5.150 3.864 5.152 -0.0599 0.1859 -0.0565
H 5.757 2.210 5.076 0.0101 0.0329 -0.1300
C 2.648 1.649 -2.545 -0.0426 -0.1554 -0.1040
N 2.169 0.430 -3.204 0.1159 0.1959 0.0853
C 2.870 -0.321 -4.116 0.0356 -0.0277 0.0343
C 2.057 -1.340 -4.503 -0.0165 -0.0330 0.1010
N 0.864 -1.200 -3.837 0.0660 -0.1686 -0.0848
B -0.443 -1.967 -4.195 -0.2989 -0.2515 0.1697
N -1.188 -2.793 -2.993 0.7341 0.3865 0.8860
C -2.136 -3.620 -3.484 -1.0111 -1.1667 0.4851
C -2.634 -4.400 -2.456 0.0172 0.3758 -1.5750
N -1.979 -4.030 -1.343 0.7636 0.8472 0.6956
C -2.127 -4.728 -0.055 -0.0094 0.1647 -0.2770
C -1.103 -3.010 -1.654 -1.0514 -0.8056 -1.2323
S -0.079 -2.385 -0.434 0.7578 1.0198 0.6782
C 0.955 -0.123 -3.067 0.0057 -0.0109 -0.0002
S -0.440 0.471 -2.223 0.0243 0.0970 0.1201
H 3.714 1.737 -2.728 0.0010 0.0012 -0.0131
H 2.475 1.577 -1.474 -0.0232 -0.0093 0.0410
H 2.141 2.519 -2.957 -0.0145 0.0114 0.0020
H 3.875 -0.069 -4.410 -0.0233 0.0038 0.0118
H 2.226 -2.141 -5.201 -0.0258 0.0189 0.0156
H -1.268 -1.188 -4.597 0.0762 0.0650 0.0297
H -0.140 -2.809 -4.988 -0.0177 0.0777 -0.0115
H -2.380 -3.637 -4.534 0.0077 -0.0035 0.0894
H -3.372 -5.186 -2.466 0.0751 0.0415 0.0010
H -3.180 -4.758 0.211 -0.0059 -0.0229 0.0076
H -1.568 -4.200 0.708 0.0197 -0.0010 0.0328
H -1.738 -5.738 -0.158 -0.0085 -0.0124 0.0209
O -2.543 0.353 -0.349 -0.0488 0.3109 -0.0150
S -4.022 0.282 -0.762 0.1050 -0.1638 0.0635
C -4.039 -0.327 -2.482 0.0115 -0.0098 -0.0474
C -4.612 0.778 -3.371 0.0147 -0.0207 0.0513
C -4.175 2.095 -2.738 -0.0263 -0.0032 0.0324
C -4.526 1.944 -1.263 0.0123 0.0432 0.0235
H -4.591 -1.265 -2.515 0.0265 0.0123 -0.0039
H -2.984 -0.512 -2.698 -0.0520 -0.0830 -0.0130
H -5.702 0.719 -3.389 -0.0015 0.0041 -0.0147
H -4.264 0.666 -4.397 0.0259 -0.0083 0.0153
H -4.683 2.953 -3.176 -0.0084 0.0100 0.0084
H -3.099 2.245 -2.860 -0.0058 -0.0191 -0.0043
H -5.606 1.976 -1.100 0.0017 0.0110 -0.0230
H -4.057 2.642 -0.573 -0.0339 0.0084 0.0114
```
Positions in Å, forces in eV/Å.